Entry 1:
The following is a quantum chemistry calculation of 13 unconnected molecules or ions with the total composition C60H126N12O31P4 at a distorted geometry, from OMol25.

- lowest unoccupied orbital energy (eV) = 0.1
- E_tot (eV) = -182781.5541
- energy above the lowest of the compared OMol25 structures with the same formula, charge and spin (kcal/mol) = 0.0

```
! RIJCOSX wB97M-V def2-TZVPD def2/J DEFGRID3
* xyz 0 1
C 2.30410 3.13030 6.25197
C 1.66529 2.16765 5.26082
C 2.29551 2.24004 3.83215
O 2.77660 0.91045 3.58337
C 2.63670 0.13631 4.68782
O 2.95227 -0.98983 4.79602
O 1.98718 0.82507 5.67399
H 3.38434 3.18446 6.14328
H 2.00216 2.87697 7.27067
H 1.84642 4.11790 6.12187
H 0.60507 2.40916 5.22500
H 3.07205 3.00154 3.80644
H 1.51483 2.45853 3.10947
C -0.88587 7.63760 -2.01389
C -1.95722 6.71600 -1.48410
C -1.36515 5.36263 -1.07475
O -2.12188 5.01923 0.10731
C -2.67871 6.16195 0.58900
O -3.18513 6.26805 1.61327
O -2.48739 7.19426 -0.23537
H -1.33332 8.59391 -2.27601
H -0.35032 7.17983 -2.84258
H -0.14878 7.72576 -1.21198
H -2.76459 6.44915 -2.16832
H -0.30645 5.35128 -0.82060
H -1.49856 4.66041 -1.89878
C 0.73354 -6.92217 7.25171
C 1.42387 -6.63303 5.93439
C 0.76106 -7.19287 4.64507
O 0.71338 -6.06123 3.76256
C 1.13660 -4.94226 4.39991
O 1.29247 -3.89665 3.88517
O 1.34551 -5.19343 5.71443
H 0.91333 -7.98084 7.45923
H -0.33854 -6.71930 7.18294
H 1.09169 -6.29893 8.06620
H 2.46657 -6.93576 6.06113
H -0.23854 -7.56790 4.88519
H 1.38299 -8.00391 4.26637
C -1.90238 -1.25481 -4.31750
C -3.05725 -2.21480 -4.21994
C -2.90306 -3.14285 -2.98202
O -4.06477 -2.83342 -2.16771
C -4.86246 -1.93951 -2.77232
O -5.88083 -1.55127 -2.36530
O -4.29468 -1.49349 -3.88541
H -2.22405 -0.32664 -4.77690
H -1.14445 -1.68646 -4.97103
H -1.53939 -0.97350 -3.32784
H -3.20790 -2.85720 -5.08882
H -1.96512 -2.90523 -2.47846
H -2.85146 -4.21694 -3.16521
C -0.95428 -0.99982 6.85377
C -0.26382 -2.29582 7.22973
C 1.15898 -2.10375 7.78109
O 1.09036 -2.67999 9.09797
C -0.14357 -3.12907 9.37959
O -0.44385 -3.65558 10.38769
O -0.97441 -2.93474 8.33473
H -0.52069 -0.55433 5.95216
H -0.81680 -0.27827 7.66524
H -2.02569 -1.09569 6.67342
H -0.19392 -3.06839 6.45932
H 1.42494 -1.05464 7.90057
H 1.85249 -2.58446 7.09599
C 0.18797 4.24008 -5.48870
C 0.00422 4.10392 -6.97125
C 1.31091 3.70957 -7.68007
O 0.95505 2.55533 -8.44323
C -0.34819 2.25351 -8.27817
O -0.90905 1.38684 -8.85541
O -0.91285 3.05832 -7.34230
H 0.87547 5.05838 -5.25067
H 0.55065 3.35783 -4.95558
H -0.72900 4.53898 -4.98251
H -0.40142 5.04390 -7.34834
H 2.09437 3.42097 -6.97199
H 1.73871 4.55335 -8.22576
C -6.84144 -4.21889 -0.76353
C -6.40548 -4.36531 0.66332
C -5.32297 -3.33625 1.08569
O -6.03998 -2.51744 2.02148
C -7.29635 -2.97776 2.23677
O -8.12139 -2.40627 2.82862
O -7.44384 -4.20798 1.65016
H -7.74337 -4.80899 -0.96162
H -6.04113 -4.57683 -1.40683
H -7.15222 -3.21110 -1.04143
H -5.94126 -5.35239 0.76307
H -4.96718 -2.77732 0.21711
H -4.41448 -3.72366 1.55595
C -6.14676 1.27638 -4.88065
C -5.78006 2.02921 -3.66546
C -4.43215 1.63411 -3.06216
O -3.96598 2.87140 -2.50545
C -4.54236 3.88868 -3.20068
O -4.20790 5.01730 -3.10129
O -5.51857 3.42566 -3.99914
H -5.34223 1.21317 -5.61491
H -7.00735 1.73051 -5.36614
H -6.34359 0.24233 -4.59032
H -6.54909 1.98518 -2.89061
H -3.73821 1.26958 -3.81435
H -4.51439 0.84253 -2.32047
C -3.65188 1.82197 4.40806
C -2.99023 2.96268 3.66583
C -3.49609 4.38066 4.03862
O -2.29487 5.12718 4.13239
C -1.21327 4.37110 3.92149
O -0.13073 4.78713 3.86168
O -1.55570 3.05796 3.93042
H -4.73832 1.98966 4.35461
H -3.35646 1.77727 5.45270
H -3.58259 0.87264 3.87572
H -3.05257 2.76976 2.58798
H -4.09006 4.37934 4.95131
H -4.13550 4.68265 3.21268
O -1.18919 -6.19978 -2.66575
P -0.52279 -6.33465 -1.37734
N 0.78519 -5.35197 -1.21056
C 0.75461 -4.09596 -1.93660
C 1.85291 -5.56789 -0.23187
N -0.00509 -7.85486 -0.99880
C -0.89787 -8.78037 -0.34731
C 0.91473 -8.48663 -1.93817
N -1.45057 -5.90346 -0.08937
C -2.78735 -5.36265 -0.30025
C -1.08314 -5.98673 1.30429
H 0.07307 -3.34796 -1.50713
H 0.43143 -4.28301 -2.96714
H 1.76405 -3.70322 -2.06281
H 1.98953 -4.63279 0.31194
H 2.74927 -5.91419 -0.76138
H 1.60244 -6.37517 0.44954
H -0.47625 -9.77416 -0.20341
H -1.04512 -8.49299 0.70473
H -1.89483 -8.77698 -0.79292
H 1.56549 -7.73286 -2.36837
H 1.43076 -9.28503 -1.41692
H 0.30989 -8.91343 -2.74586
H -3.45855 -5.76656 0.46499
H -2.70523 -4.26647 -0.30118
H -3.17677 -5.67649 -1.27133
H -1.99341 -6.30350 1.82713
H -0.81651 -4.99924 1.68605
H -0.30414 -6.72020 1.46079
O 6.51032 -1.08258 0.23550
P 5.62001 -1.23231 -0.91725
N 5.95944 -0.05311 -2.03564
C 6.90053 0.99093 -1.72192
C 5.49841 -0.03586 -3.39966
N 3.99732 -1.19155 -0.62050
C 3.00040 -1.21145 -1.62857
C 3.58166 -0.66827 0.65907
N 5.75467 -2.63355 -1.78279
C 7.08565 -2.98419 -2.22666
C 4.92432 -3.78176 -1.60837
H 7.46210 1.27623 -2.62506
H 7.65130 0.67468 -1.00351
H 6.41620 1.92220 -1.39428
H 5.07951 0.95156 -3.65489
H 4.75709 -0.80453 -3.57406
H 6.33261 -0.14313 -4.11306
H 2.03079 -1.51150 -1.22798
H 2.81620 -0.21299 -2.06098
H 3.32227 -1.87847 -2.42457
H 4.39965 -0.49332 1.35124
H 2.91744 0.19967 0.57783
H 2.98590 -1.42475 1.20178
H 7.66262 -3.43598 -1.41005
H 7.01833 -3.66971 -3.06719
H 7.62256 -2.06778 -2.47771
H 5.38507 -4.57739 -0.99789
H 4.71172 -4.25585 -2.57858
H 3.96999 -3.58242 -1.12776
O 1.32372 5.26348 -2.53545
P 2.67208 5.71890 -2.21824
N 3.01211 7.29793 -2.49214
C 3.15591 7.75557 -3.84993
C 2.79759 8.32444 -1.49849
N 3.85697 4.93131 -3.07916
C 3.45497 3.68162 -3.75537
C 5.24409 5.33089 -3.23399
N 3.10750 5.44577 -0.63679
C 2.32429 4.56528 0.24409
C 4.46598 5.66653 -0.20258
H 2.47150 8.57637 -4.07926
H 3.03655 6.94263 -4.55673
H 4.16427 8.18382 -3.94498
H 1.87313 8.89140 -1.68364
H 3.64269 9.01699 -1.52776
H 2.64570 7.89000 -0.51284
H 3.04234 2.94649 -3.04793
H 2.62261 3.87588 -4.44027
H 4.31648 3.24846 -4.25231
H 5.32367 6.35646 -2.87979
H 5.91104 4.65678 -2.68958
H 5.52081 5.29776 -4.29336
H 2.97498 3.87110 0.79487
H 1.96109 5.16889 1.10327
H 1.46341 4.10778 -0.20452
H 4.45552 5.83723 0.87022
H 4.85275 6.55303 -0.72130
H 5.17214 4.89211 -0.53259
O -1.36100 -1.14420 -0.94458
P -1.34670 -0.19769 0.18403
N -0.66606 -0.85999 1.53416
C -0.97958 -0.49473 2.87351
C 0.10412 -2.07246 1.41338
N -2.78044 0.44847 0.67912
C -3.18265 1.77945 0.32218
C -3.84645 -0.37862 1.25419
N -0.38624 1.11249 -0.11455
C 0.06043 2.07429 0.91607
C -0.16892 1.51986 -1.48365
H -0.04781 -0.46607 3.44779
H -1.59102 -1.28643 3.33636
H -1.51914 0.44091 2.93239
H 0.71604 -2.15864 2.31525
H 0.71692 -2.10295 0.52324
H -0.53213 -2.96493 1.49867
H -4.25511 1.87256 0.12759
H -2.97538 2.46557 1.15128
H -2.67973 2.16066 -0.56250
H -4.20239 -0.03859 2.23566
H -4.67235 -0.43620 0.53973
H -3.47563 -1.38814 1.44986
H 1.14887 2.04378 1.01480
H -0.31139 3.03796 0.55648
H -0.39266 1.81135 1.86719
H -1.01735 2.09039 -1.89365
H 0.03431 0.65829 -2.12241
H 0.70904 2.16858 -1.54625
*
```



Entry 2:
The following is a quantum chemistry calculation of 13 unconnected molecules or ions with the total composition C60H129N3O30 at a distorted geometry, from OMol25.

- lowest unoccupied orbital energy (eV) = 0.5
- E_tot (eV) = -130188.4968

```
! RIJCOSX wB97M-V def2-TZVPD def2/J DEFGRID3
* xyz 0 1
C -1.31589 7.98633 5.88994
C -1.98914 7.66509 4.52707
O -1.79655 6.28030 4.38821
C -1.31501 5.72994 5.50913
O -1.19190 4.55881 5.70792
O -0.93130 6.67537 6.39519
H -1.91146 8.45272 6.67511
H -0.43197 8.57594 5.75224
H -1.39179 8.01174 3.70628
H -3.03764 7.91171 4.42219
C -1.46712 0.88947 6.47848
C -2.16863 0.80265 7.82149
O -3.49271 1.19657 7.51168
C -3.64895 0.63559 6.24603
O -4.63300 0.53868 5.63057
O -2.48501 0.20276 5.75704
H -0.52758 0.34507 6.28012
H -1.54648 1.94712 6.11597
H -1.75853 1.55458 8.51731
H -2.11671 -0.19299 8.19514
C 4.15583 2.08001 -2.42628
C 3.82600 1.09374 -1.40493
N 3.55894 0.38239 -0.57728
H 4.46609 2.97559 -1.91199
H 3.35990 2.26373 -3.16991
H 4.87094 1.60727 -3.00476
C -5.26609 4.03254 5.90024
C -5.66981 5.21599 5.04429
N -6.04618 6.18540 4.52608
H -6.09018 3.57963 6.36896
H -4.70690 4.45397 6.75052
H -4.70260 3.31666 5.38839
C -0.84119 5.27096 0.60547
C -1.55348 6.51681 0.58946
N -2.22062 7.44103 0.51296
H -0.46823 5.03977 -0.35041
H -1.58057 4.46038 0.89754
H 0.00052 5.22868 1.26032
C -6.89173 -3.52100 -2.86811
O -6.95131 -3.33443 -4.21963
C -5.74855 -3.65854 -4.88668
C -5.95170 -4.69613 -6.06593
O -5.97398 -5.95038 -5.46029
C -5.94974 -6.94000 -6.48392
C -5.87563 -8.34870 -5.83045
O -4.77467 -8.48132 -5.00709
C -4.89849 -9.32275 -3.87395
H -6.24525 -2.83621 -2.27954
H -6.46222 -4.52955 -2.75546
H -7.90470 -3.52178 -2.48364
H -5.07718 -4.15092 -4.22367
H -5.25727 -2.75259 -5.25885
H -5.10010 -4.63172 -6.78575
H -6.86436 -4.52510 -6.65734
H -5.11804 -6.86880 -7.17781
H -6.95290 -7.07477 -6.97377
H -6.04139 -9.16215 -6.54299
H -6.87759 -8.33982 -5.24772
H -3.88188 -9.33668 -3.40053
H -5.25211 -10.35087 -4.05118
H -5.63180 -9.01132 -3.17949
C -7.03218 5.22058 -2.55163
O -5.79550 4.54097 -2.61613
C -4.75909 5.13124 -1.88139
C -3.59420 4.21349 -1.96601
O -3.80346 2.98536 -1.41358
C -4.61614 2.07566 -2.10859
C -4.36452 0.72894 -1.60861
O -4.97632 0.55625 -0.34013
C -4.60045 -0.64890 0.28554
H -6.96113 6.34795 -2.75250
H -7.35886 5.16636 -1.50216
H -7.71466 4.86601 -3.33893
H -5.03640 5.20747 -0.82153
H -4.43659 6.09320 -2.28057
H -2.63753 4.64813 -1.55693
H -3.26718 4.05616 -3.04188
H -4.41108 2.29930 -3.20068
H -5.64900 2.36102 -1.97184
H -3.31926 0.45927 -1.58927
H -4.87040 0.06334 -2.27038
H -4.94016 -1.53447 -0.27206
H -5.06974 -0.67488 1.30794
H -3.52007 -0.62290 0.40235
C 6.75576 3.31656 2.29349
O 6.59272 2.10007 1.67470
C 6.89321 2.14517 0.26664
C 7.07246 0.75846 -0.24227
O 6.72346 0.83875 -1.61477
C 7.39646 -0.24994 -2.27038
C 6.95473 -0.28860 -3.72777
O 5.62941 -0.69834 -3.70127
C 5.28278 -1.34580 -4.93101
H 7.69962 3.71843 2.02567
H 6.81063 3.07153 3.39105
H 5.99776 4.09640 2.07758
H 7.75630 2.73434 -0.02191
H 5.96012 2.53641 -0.13747
H 6.45779 0.10409 0.39402
H 8.10394 0.45754 -0.16594
H 7.17691 -1.19386 -1.77947
H 8.50429 -0.12920 -2.21012
H 7.56096 -1.09386 -4.19038
H 7.09877 0.63185 -4.27564
H 5.91900 -2.22314 -4.98631
H 5.41510 -0.73379 -5.84860
H 4.22771 -1.70473 -4.95718
C 6.17054 -6.49905 -0.97099
O 4.88420 -5.89997 -1.13665
C 4.81840 -4.51598 -1.34556
C 3.49102 -3.98878 -0.68422
O 2.34689 -4.59091 -1.26392
C 2.08953 -4.36622 -2.64333
C 0.83690 -5.16356 -2.98398
O 0.45013 -4.85400 -4.33564
C -0.64804 -5.62251 -4.67849
H 6.77613 -5.82731 -0.37030
H 6.69086 -6.66238 -1.93781
H 6.10104 -7.31711 -0.30877
H 4.84273 -4.29319 -2.43642
H 5.64400 -4.06000 -0.77880
H 3.44513 -2.91724 -0.78710
H 3.58576 -4.37835 0.31747
H 3.04179 -4.60789 -3.26288
H 1.83186 -3.30088 -2.80507
H -0.05168 -4.89968 -2.36821
H 1.00822 -6.26369 -2.98942
H -0.76421 -5.45686 -5.74418
H -1.63302 -5.41425 -4.11612
H -0.39675 -6.73027 -4.48602
C -2.96828 2.46426 2.39610
O -2.29631 1.44411 1.72088
C -1.49587 0.68421 2.57005
C -0.58385 -0.30577 1.75201
O -1.32775 -1.39802 1.24635
C -0.52010 -2.43476 0.76291
C -0.15053 -2.25010 -0.66909
O -1.21275 -2.52326 -1.53113
C -1.12992 -1.86842 -2.74957
H -2.26941 3.21928 2.76627
H -3.63264 2.02489 3.14213
H -3.61523 3.02557 1.71157
H -2.09782 0.04488 3.21437
H -0.79695 1.26939 3.18472
H 0.28824 -0.69431 2.33510
H -0.07273 0.27696 0.93045
H -1.09541 -3.33976 0.92995
H 0.39157 -2.53232 1.35187
H 0.69609 -2.94130 -0.82032
H 0.19739 -1.24284 -0.86189
H -0.91274 -0.78342 -2.65334
H -2.05796 -1.90495 -3.38026
H -0.31964 -2.29672 -3.36134
C 0.33309 -6.84556 1.57265
O -0.49853 -5.87153 2.25064
C -1.68817 -6.31445 2.84365
C -2.22805 -4.98709 3.39228
O -1.50838 -4.57961 4.55350
C -1.60003 -3.20211 4.76515
C -0.12834 -2.82751 5.07708
O 0.53432 -2.95531 3.92183
C 1.77931 -3.60394 3.87727
H -0.22468 -7.62686 0.96855
H 0.94561 -7.38483 2.31455
H 0.93836 -6.26705 0.89385
H -1.40436 -6.93713 3.70626
H -2.36073 -6.92450 2.15103
H -3.24455 -5.07335 3.70871
H -2.13829 -4.24619 2.64831
H -2.29847 -2.95007 5.55087
H -1.83506 -2.62410 3.82985
H 0.34941 -3.41352 5.89641
H -0.03398 -1.80650 5.45283
H 2.34702 -3.27188 3.02344
H 1.58441 -4.71371 3.86354
H 2.38520 -3.24622 4.73384
C 0.21835 2.01708 -1.17087
O 0.94451 3.03750 -1.76176
C 0.50532 3.29715 -3.05174
C 1.00323 4.69121 -3.51746
O 2.41648 4.69576 -3.47662
C 3.02577 5.96216 -3.51063
C 3.09865 6.62049 -4.91475
O 4.08763 5.89778 -5.61552
C 4.12096 6.12637 -7.03518
H 0.54350 1.98122 -0.15245
H 0.38118 1.03486 -1.65638
H -0.87753 2.26989 -1.07053
H -0.59237 3.23620 -3.17821
H 0.92953 2.51915 -3.70456
H 0.57481 5.45589 -2.80950
H 0.67268 4.81840 -4.56692
H 4.06456 5.71939 -3.26313
H 2.66736 6.65885 -2.75694
H 3.36666 7.64816 -4.78601
H 2.17437 6.42847 -5.45711
H 4.51428 7.14716 -7.05838
H 3.15955 6.05720 -7.55998
H 4.87636 5.45142 -7.45545
C 2.32652 3.94115 2.00679
O 1.47557 4.43397 2.99581
C 2.05814 4.25937 4.22273
C 2.03410 2.83631 4.70691
O 3.25993 2.14100 4.27512
C 3.04412 0.73296 4.20737
C 4.11996 0.26769 3.32847
O 4.20544 -1.15095 3.24898
C 5.52718 -1.67525 3.39329
H 3.29659 4.42608 2.08001
H 1.98864 4.29315 1.02388
H 2.48980 2.85400 2.01524
H 1.48019 4.80254 5.00975
H 3.04648 4.70821 4.23051
H 1.17992 2.32984 4.25473
H 1.92040 2.81805 5.82716
H 2.06007 0.52489 3.73994
H 3.11426 0.21561 5.11703
H 5.11276 0.60534 3.61982
H 3.92844 0.66241 2.32308
H 5.43817 -2.73204 3.56643
H 5.96789 -1.20696 4.25663
H 5.95724 -1.44799 2.42717
*
```